Entry 1:
# C11H11N2OS

A cluster of 2 separate species, C11H11N2OS in total in a non-equilibrium geometry (wB97M-V/def2-TZVPD, the OMol25 dataset).

Total charge: +1
Energy: -27436.85205 eV
HOMO-LUMO gap: 6.69 eV

Each line ends with the Löwdin charge.
Element x y z (Å)
C (0.243768, 1.381938, -3.367984)  0.0013
C (0.364914, 2.269612, -2.207931)  -0.0442
C (-1.297677, -1.869936, -1.157982)  -0.1118
C (-0.376312, 0.263298, -2.802418)  -0.0715
C (-1.879918, -2.665478, -0.274530)  -0.3708
C (-0.654200, -0.686793, -0.552746)  -0.1795
C (0.011705, 1.575712, -1.107119)  -0.1950
C (-0.412289, -0.934655, 0.762494)  -0.4918
C (-2.144444, 2.007408, 0.590820)  0.0440
C (1.679779, 0.212405, 1.083661)  0.2300
C (0.113426, 0.046938, 2.930571)  -0.0009
N (-0.458595, 0.369748, -1.460491)  -0.0894
N (0.503317, -0.233829, 1.514013)  -0.1272
O (-2.438616, 1.887378, 1.665477)  0.1135
S (-1.387408, -2.281428, 1.319808)  1.0761
H (0.558228, 1.440123, -4.378885)  0.0933
H (0.638137, 3.307382, -2.169428)  0.1035
H (-1.312067, -2.086893, -2.259248)  0.1231
H (-0.827013, -0.739117, -3.219128)  0.1432
H (-2.563436, -3.538619, -0.430757)  0.1162
H (2.052013, 0.008943, 0.198653)  0.0670
H (-0.477830, 1.859455, 0.030099)  0.0888
H (2.332508, 0.793143, 1.795122)  0.1547
H (0.373696, 1.143596, 3.030565)  0.1267
H (-0.921960, 0.053748, 3.114714)  0.0603
H (0.576085, -0.651640, 3.701020)  0.1403

Forces on the atoms, in the same order (eV/Å):
-1.505 -1.298 2.995
0.755 0.218 -0.991
-0.048 1.172 -1.782
-0.192 -2.594 -3.377
-0.601 -1.575 0.960
-0.830 -2.148 -3.505
-1.361 1.831 4.617
-0.635 0.181 -1.340
-1.426 0.279 -0.005
-2.994 0.633 5.929
2.073 1.433 0.911
0.427 -0.986 1.836
2.236 0.993 1.329
-0.062 -0.107 0.727
0.267 0.056 0.980
-0.062 0.510 -0.565
0.216 0.117 -0.291
-0.381 0.449 1.511
1.547 2.696 0.208
0.984 0.938 0.126
1.289 -1.184 -4.486
2.834 -0.188 -3.863
-1.111 -0.605 -0.733
0.165 -1.391 0.612
-1.450 -0.471 -0.517
-0.135 1.041 -1.289

=====

Entry 2:
# C11H11N4

A cluster of 2 separate species, C11H11N4 in total in a non-equilibrium geometry (wB97M-V/def2-TZVPD, the OMol25 dataset).

Total charge: +1
Energy: -17532.86340 eV
Energy relative to the best compared isomer or geometry (same formula, charge and spin): 119.5 kcal/mol
HOMO-LUMO gap: 8.79 eV

Each line ends with the Löwdin charge.
Element x y z (Å)
C (1.774730, -0.333827, -3.468461)  -0.1909
C (1.962604, 0.535147, 3.045564)  -0.2332
C (1.103757, 1.430926, -1.335644)  -0.0031
C (1.070603, 2.102915, -0.172869)  0.0359
C (1.400096, -0.081573, 0.183173)  0.0335
C (-0.571139, -2.714529, -2.457518)  0.0558
C (-1.274480, -0.159283, 3.135097)  -0.0309
C (-0.101814, -1.458423, -2.564817)  -0.1381
C (-0.905137, 1.069452, 2.874994)  0.0677
C (1.291336, -0.919235, -2.242612)  -0.2551
C (1.241455, 1.395445, 2.144241)  -0.1128
N (2.337103, 0.001229, -4.393969)  0.2356
N (2.436062, -0.075150, 3.894923)  0.1999
N (1.237357, 0.055286, -1.168800)  0.0111
N (1.318687, 1.108193, 0.774572)  -0.0724
H (0.858260, 1.852318, -2.377415)  0.1796
H (0.971935, 3.095613, 0.163891)  0.1318
H (1.359796, -0.977077, 0.782263)  0.1719
H (-1.611997, -2.903639, -2.681778)  0.0711
H (0.028213, -3.523709, -1.939209)  0.0947
H (-2.332316, -0.274728, 3.589174)  0.1197
H (-0.621047, -0.999143, 3.037539)  0.0526
H (-0.708733, -0.875302, -3.328432)  0.1371
H (-1.355133, 2.047872, 2.989611)  0.0671
H (1.962134, -1.733350, -1.762997)  0.2020
H (1.304231, 2.547823, 2.328216)  0.1695

Forces on the atoms, in the same order (eV/Å):
0.840 -0.666 1.314
-0.388 0.767 -0.125
-1.593 1.149 -3.806
0.917 -2.411 0.299
-0.611 -0.353 -0.458
1.601 0.223 1.925
-1.512 1.184 0.760
-1.297 -0.786 -2.022
2.430 -0.005 -0.773
-0.693 -2.591 1.400
-2.937 1.534 2.561
0.468 0.750 -1.580
0.180 -0.368 -0.052
0.417 3.100 2.789
-0.438 0.017 -1.175
0.765 -0.787 1.853
-0.113 0.953 -0.236
0.445 -0.292 -0.339
0.190 -0.249 -0.458
-0.865 0.937 -0.653
1.793 -0.047 -0.871
0.136 -0.538 -0.004
0.759 0.076 1.531
0.184 -0.119 -0.138
-0.852 0.993 -1.553
0.172 -2.472 -0.188

=====

Entry 3:
# C11H11NOS

A structure of composition C11H11NOS in a non-equilibrium geometry (wB97M-V/def2-TZVPD, the OMol25 dataset).

Energy: -25956.54671 eV
Energy relative to the best compared isomer or geometry (same formula, charge and spin): 29.5 kcal/mol
HOMO-LUMO gap: 9.19 eV

Each line ends with the Löwdin charge.
Element x y z (Å)
C (-2.156167, -2.142052, -0.086790)  -0.0781
C (-3.226950, -1.332606, 0.264638)  -0.0809
C (-0.903628, -1.588010, -0.259170)  -0.0358
C (-3.048488, 0.031449, 0.365113)  -0.0181
C (-0.695308, -0.223396, -0.090576)  -0.1696
C (-1.794438, 0.612071, 0.162569)  -0.2266
C (-0.723728, 2.680433, -0.042078)  -0.1827
C (0.679236, 2.239792, -0.096444)  -0.0233
C (2.822358, -0.344675, -0.759840)  -0.2462
C (2.884612, -0.966428, 0.630113)  -0.4177
C (0.702847, 0.267089, -0.083509)  -0.5481
N (-1.773321, 1.997147, 0.127508)  0.0961
O (1.465875, -0.223220, -1.110704)  -0.1137
S (1.533953, -0.125498, 1.513291)  0.9447
H (-2.286185, -3.208371, -0.208427)  0.1023
H (-4.195147, -1.774105, 0.447440)  0.1011
H (-0.063846, -2.219654, -0.513834)  0.1176
H (-3.870337, 0.687628, 0.606662)  0.1097
H (-0.883075, 3.752555, -0.158671)  0.1065
H (1.198774, 2.545561, -0.995662)  0.0889
H (1.233890, 2.488496, 0.803778)  0.0673
H (3.310736, 0.641621, -0.755152)  0.1260
H (3.285187, -0.978323, -1.519057)  0.1299
H (2.680203, -2.039136, 0.614920)  0.0751
H (3.822950, -0.778380, 1.143891)  0.0756

Forces on the atoms, in the same order (eV/Å):
0.070 -0.115 -0.045
0.005 -0.040 0.019
-0.046 -0.011 0.005
0.091 -0.046 0.044
-0.352 -0.085 -0.124
0.307 -0.898 -0.093
0.026 0.426 -0.036
-0.107 -4.199 0.044
0.601 0.009 0.159
-0.385 -0.058 0.108
0.148 4.121 0.550
-0.300 0.829 0.110
-0.345 -0.251 -0.312
0.230 -0.147 -0.114
-0.055 -0.040 0.009
-0.113 0.018 -0.019
0.065 -0.023 0.045
-0.075 0.088 -0.059
-0.036 0.134 0.024
0.111 0.128 -0.157
0.052 0.087 -0.021
-0.090 -0.144 -0.010
-0.008 0.098 0.060
0.130 0.083 -0.122
0.074 0.035 -0.064

=====

Entry 4:
# C11H11NOS

An isolated molecule of C11H11NOS in a non-equilibrium geometry (wB97M-V/def2-TZVPD, the OMol25 dataset).

SMILES: C[C@]12SCCN1C(=O)c1ccccc12
Energy: -25957.11703 eV
Energy relative to the best compared isomer or geometry (same formula, charge and spin): 16.4 kcal/mol
HOMO-LUMO gap: 9.41 eV

Each line ends with the Löwdin charge.
Element x y z (Å)
C (-0.778860, -1.194753, -1.493828)  -0.0330
C (-0.625803, -0.464932, -0.134861)  -0.6798
S (-1.727147, -1.133446, 1.253277)  0.9112
C (-3.002194, 0.213945, 1.007984)  -0.3880
C (-2.406415, 1.104670, -0.137534)  -0.1915
N (-1.038109, 0.894709, -0.210068)  -0.0757
C (-0.024685, 1.756150, 0.024603)  -0.3851
O (-0.035437, 2.957157, 0.059424)  0.1056
C (1.160165, 0.818673, 0.169299)  -0.0372
C (2.553403, 1.110601, 0.154179)  0.0277
C (3.510662, 0.103208, 0.355303)  -0.0361
C (3.005314, -1.211590, 0.509642)  -0.0419
C (1.629035, -1.571620, 0.306694)  -0.0115
C (0.769997, -0.501416, 0.181705)  -0.2495
H (-1.907692, -1.639418, -1.545975)  0.1201
H (0.003362, -2.034999, -1.519705)  0.0951
H (-0.649518, -0.389454, -2.278480)  0.1077
H (-3.137623, 0.716103, 1.874725)  0.0161
H (-3.985100, -0.186421, 0.712839)  0.0770
H (-3.015940, 0.710852, -0.966786)  0.1164
H (-2.727267, 2.224368, 0.139862)  0.1812
H (2.921605, 2.076352, 0.022236)  0.0948
H (4.463317, 0.371687, 0.490513)  0.0592
H (3.612584, -2.040948, 0.521478)  0.0669
H (1.432351, -2.689487, 0.503471)  0.1504

Forces on the atoms, in the same order (eV/Å):
-2.240 -1.059 -0.037
-2.790 -2.069 -0.200
-0.345 0.461 -0.477
0.911 -2.036 -2.577
-3.812 1.785 1.684
0.483 0.073 -0.442
1.671 -0.623 -0.169
-0.255 0.517 0.139
2.995 0.789 -0.295
-0.963 -1.436 0.707
-5.664 -1.411 -0.046
-2.093 1.242 -1.480
2.531 -0.520 1.624
0.435 0.670 0.563
2.837 0.928 -0.225
-1.479 1.239 -0.430
0.096 -1.283 0.573
-0.100 1.562 2.863
0.501 -0.066 -0.010
0.851 0.771 -0.559
1.139 -2.363 -1.111
0.191 1.694 -0.107
3.632 0.605 0.189
1.822 -1.532 0.614
-0.355 2.062 -0.792

=====

Entry 5:
# C11H11O2

A structure of composition C11H11O2 in a non-equilibrium geometry (wB97M-V/def2-TZVPD, the OMol25 dataset).

2S+1: 3
Total charge: -1
Energy: -15674.55569 eV
⟨S²⟩: 2.02
HOMO-LUMO gap (alpha / beta): 4.18 / 5.48 eV

Each line ends with the Löwdin charge.
Element x y z (Å)
C (-2.312614, 2.241089, -0.189554)  -0.1854
C (-2.914975, 1.008663, -0.430749)  -0.1456
C (-0.960245, 2.492914, 0.118635)  -0.1342
C (-2.027986, -0.138923, -0.442053)  -0.1015
C (-0.243566, 1.321326, 0.165292)  0.0028
C (-0.701413, 0.071735, -0.079953)  -0.2480
C (2.923427, 0.517893, -0.124200)  -0.7613
C (1.465595, 0.383243, 0.582594)  0.1098
C (0.528567, -0.776737, 0.120489)  -0.5049
C (1.044360, -1.585428, -1.028232)  -0.0642
C (0.292904, -1.837798, 1.250409)  -0.0306
O (3.681227, -0.414028, 0.017524)  0.0714
O (3.143024, 1.561756, -0.720379)  0.0070
H (-3.044184, 3.083445, -0.193850)  0.0869
H (-4.037799, 0.909317, -0.597650)  0.0953
H (-0.446839, 3.481236, 0.014378)  0.0906
H (-2.410723, -1.174842, -0.637595)  0.0865
H (1.357145, 0.460243, 1.736988)  0.1379
H (1.649016, -1.026765, -1.751767)  0.0915
H (0.223286, -2.205702, -1.433662)  0.0889
H (1.757816, -2.391487, -0.810029)  0.0781
H (1.375937, -2.169942, 1.370019)  0.1047
H (-0.386476, -2.522687, 0.898523)  0.0427
H (0.044510, -1.288528, 2.164829)  0.0816

Forces on the atoms, in the same order (eV/Å):
-2.880 0.381 0.353
0.563 0.271 0.097
1.213 2.291 0.128
-1.447 -1.763 0.043
0.059 -0.926 -1.397
1.335 0.359 -0.745
-2.279 2.450 0.325
-0.035 -1.914 2.104
0.333 -0.669 1.228
0.347 -1.083 -1.455
4.046 3.155 0.667
0.355 -2.392 1.007
-0.223 1.101 -0.604
0.803 -0.291 0.034
1.760 0.237 0.166
-0.826 -0.878 -0.127
0.449 1.068 0.097
0.791 0.076 -1.866
-0.881 0.204 -0.360
0.081 0.817 -0.522
0.075 0.375 0.990
-1.598 -0.517 0.234
-1.526 -1.856 -0.352
-0.515 -0.496 -0.044